<A>
Entry from OMol25: the molecule C15H18N4O3 (wB97M-V/def2-TZVPD).

The geometry in XYZ format:
```
40
C15H18N4O3 wB97M-V/def2-TZVPD
N 2.77 3.08 -0.94
C 2.38 1.66 -0.78
C 3.66 0.97 -0.27
C 3.58 -0.51 -0.30
C 4.70 -1.30 -0.19
N 4.37 -2.59 -0.30
C 3.03 -2.70 -0.23
N 2.56 -1.45 -0.36
C 1.24 1.62 0.28
O 1.39 2.12 1.40
N 0.12 0.74 0.02
C -0.76 0.42 1.12
C -2.33 0.76 1.03
C -3.42 0.16 0.14
C -4.76 0.46 0.47
C -5.86 -0.01 -0.32
C -5.51 -1.08 -1.34
C -4.08 -1.22 -1.56
C -3.04 -0.70 -0.80
C -0.48 -0.88 1.78
O -1.30 -1.37 2.48
O 0.83 -1.35 1.78
H 2.58 3.60 -0.04
H 2.16 3.51 -1.67
H 1.95 1.29 -1.66
H 4.49 1.39 -0.85
H 3.70 1.55 0.78
H 5.69 -1.12 -0.26
H 5.13 -3.13 -0.58
H 2.57 -3.66 -0.35
H -0.08 0.17 -0.83
H -0.39 1.05 2.00
H -2.15 1.86 0.86
H -2.75 0.59 2.03
H -4.86 1.13 1.31
H -6.92 0.38 -0.13
H -6.23 -1.69 -1.76
H -3.64 -1.99 -2.19
H -1.99 -0.78 -1.19
H 1.65 -0.97 1.41
```

**SMILES string**: N[C@@H](Cc1c[nH]cn1)C(=O)N[C@@H](Cc1ccccc1)C(=O)O
**Orbital gap**: 9.405 eV
**Charge**: 0

<B>
Entry from OMol25: the molecule C15H18N4O3 (wB97M-V/def2-TZVPD).

The geometry in XYZ format:
```
40
C15H18N4O3 wB97M-V/def2-TZVPD
N 4.01 -1.80 -0.08
C 2.91 -0.93 -0.48
C 2.19 -1.57 -1.70
C 2.06 -0.58 -2.83
C 2.42 -0.69 -4.17
N 2.09 0.54 -4.81
C 1.55 1.31 -3.85
N 1.50 0.65 -2.70
C 1.87 -0.47 0.49
O 1.79 -1.06 1.61
N 1.10 0.60 0.10
C -0.17 1.00 0.73
C -1.12 -0.26 0.92
C -2.45 0.04 1.49
C -2.69 0.20 2.87
C -3.93 0.52 3.45
C -5.09 0.67 2.68
C -4.84 0.38 1.30
C -3.60 0.11 0.70
C 0.03 1.70 2.10
O -0.40 2.83 2.30
O 0.54 0.90 3.05
H 3.53 -2.61 0.37
H 4.51 -1.40 0.75
H 3.38 -0.03 -0.91
H 2.83 -2.33 -2.17
H 1.18 -2.03 -1.48
H 2.98 -1.53 -4.63
H 2.39 0.80 -5.73
H 1.00 2.25 -4.05
H 1.09 0.89 -0.90
H -0.63 1.67 0.03
H -0.56 -0.97 1.57
H -1.30 -0.81 -0.04
H -1.84 0.00 3.50
H -3.91 0.79 4.55
H -6.04 0.93 3.01
H -5.70 0.37 0.60
H -3.53 -0.16 -0.35
H 0.83 0.08 2.69
```

**SMILES string**: N[C@@H](Cc1c[nH]cn1)C(=O)N[C@@H](Cc1ccccc1)C(=O)O
**Orbital gap**: 9.293 eV
**Charge**: 0

<C>
Entry from OMol25: the molecule C15H18N4O3 (wB97M-V/def2-TZVPD).

The geometry in XYZ format:
```
40
C15H18N4O3 wB97M-V/def2-TZVPD
N -0.55 -1.80 3.25
C -1.61 -1.32 2.46
C -2.13 0.05 2.85
C -1.04 0.99 3.23
C -1.12 2.08 4.06
N 0.23 2.42 4.23
C 1.02 1.59 3.54
N 0.29 0.71 2.83
C -1.22 -1.33 0.97
O -2.04 -1.59 0.10
N 0.01 -0.92 0.67
C 0.33 -0.81 -0.69
C 0.08 0.54 -1.26
C 0.04 0.63 -2.84
C -1.02 0.06 -3.46
C -1.02 -0.17 -4.89
C 0.04 0.42 -5.56
C 1.16 1.14 -4.94
C 1.15 1.13 -3.57
C 1.94 -1.07 -0.71
O 2.61 -0.51 0.12
O 2.48 -1.50 -1.84
H -0.65 -1.60 4.20
H -0.37 -2.87 3.31
H -2.39 -2.05 2.52
H -2.55 0.43 1.91
H -2.85 -0.02 3.66
H -1.90 2.51 4.74
H 0.38 3.23 4.63
H 2.09 1.71 3.31
H 0.56 -0.54 1.42
H -0.14 -1.52 -1.29
H 0.85 1.27 -0.84
H -0.82 1.00 -0.84
H -1.89 -0.24 -2.93
H -1.75 -0.75 -5.42
H 0.21 0.34 -6.67
H 1.89 1.44 -5.70
H 2.02 1.60 -3.16
H 3.40 -1.71 -1.93
```

**SMILES string**: N[C@@H](Cc1c[nH]cn1)C(=O)N[C@@H](Cc1ccccc1)C(=O)O
**Orbital gap**: 9.296 eV
**Charge**: 0

Which structure above is the least stable one? <A> is the least stable one.